#one
19
Properties=species:S:1:pos:R:3 method="wB97M-V/def2-TZVPD" lumo_ha=0.041 total_charge=0 smiles="C/C=C1/C=CCC1.[H][H]" homo_ev=-8.11
C -2.327 -0.938 1.108
C -1.633 -0.520 -0.152
C -0.375 -0.080 -0.236
C 0.158 0.703 -1.362
C 1.195 1.443 -0.962
C 1.547 1.180 0.486
C 0.704 -0.066 0.828
H -3.271 -0.385 1.189
H -2.572 -2.005 1.148
H -1.724 -0.692 1.987
H -2.249 -0.462 -1.051
H -0.321 0.737 -2.336
H 1.695 2.197 -1.562
H 2.620 1.022 0.642
H 1.255 2.033 1.113
H 0.323 -0.072 1.853
H 1.321 -0.968 0.711
H 1.970 -1.223 -1.754
H 1.682 -1.901 -1.652

#two
19
Properties=species:S:1:pos:R:3 method="wB97M-V/def2-TZVPD" lumo_ha=0.037 total_charge=0 smiles="C=C(C)C(=C)CC" homo_ev=-8.66
C -0.359 1.922 1.279
C 0.184 1.206 0.237
C 1.380 1.692 -0.526
C -0.412 -0.048 -0.287
C -1.752 -0.027 -0.495
C 0.216 -1.389 -0.645
C 0.120 -2.526 0.363
H -1.217 1.619 1.917
H -0.138 2.963 1.672
H 2.236 2.067 0.102
H 1.814 1.121 -1.287
H 1.080 2.592 -1.100
H -2.271 -0.865 -1.047
H -2.409 0.761 -0.259
H 1.262 -1.118 -0.493
H -0.109 -1.662 -1.711
H -0.918 -2.562 0.835
H 0.729 -2.273 1.321
H 0.562 -3.472 0.125

#three
19
Properties=species:S:1:pos:R:3 method="wB97M-V/def2-TZVPD" lumo_ha=0.043 total_charge=0 smiles=CC1CC2(CC2)C1 homo_ev=-9.74
C -2.524 0.306 0.163
C -1.229 -0.475 0.028
C -0.234 -0.008 -1.073
C 0.872 -0.016 -0.016
C 2.197 -0.694 -0.158
C 2.122 0.776 0.161
C -0.142 -0.215 1.103
H -3.204 0.116 -0.676
H -2.318 1.384 0.188
H -3.049 0.045 1.089
H -1.435 -1.548 -0.057
H -0.087 -0.699 -1.911
H -0.476 0.985 -1.473
H 2.483 -0.961 -1.174
H 2.543 -1.389 0.603
H 2.455 1.509 -0.568
H 2.294 1.051 1.200
H -0.322 0.723 1.647
H 0.062 -1.009 1.830

#four
19
Properties=species:S:1:pos:R:3 method="wB97M-V/def2-TZVPD" lumo_ha="0.009 / 0.010" total_charge=0 homo_ev="-7.06 / -8.33"
C -2.181 -1.124 0.165
C -0.928 1.268 -0.092
C -0.120 0.573 0.884
C 1.241 0.318 0.202
C 1.831 -1.070 0.437
C 0.953 0.655 -1.233
C -0.254 1.251 -1.360
H -1.473 -0.933 -0.623
H -2.493 -0.364 0.864
H -2.935 -1.891 -0.047
H -1.791 1.883 0.134
H -0.077 1.009 1.886
H -0.655 -0.485 1.019
H 1.962 1.065 0.576
H 1.122 -1.840 0.116
H 2.041 -1.228 1.500
H 2.768 -1.206 -0.114
H 1.655 0.462 -2.038
H -0.666 1.658 -2.277

Computed stability ranking, most favorable first: #three, #one, #two, #four

#one
19
Properties=species:S:1:pos:R:3 method="wB97M-V/def2-TZVPD" lumo_ha=0.044 total_charge=0 smiles="C/C=C1/C=CCC1.[H][H]" homo_ev=-8.09
C -2.146 -1.148 0.969
C -1.542 -0.453 -0.214
C -0.343 0.135 -0.254
C 0.144 0.988 -1.350
C 1.217 1.688 -0.973
C 1.647 1.351 0.435
C 0.740 0.156 0.812
H -3.128 -0.712 1.194
H -2.306 -2.219 0.793
H -1.523 -1.043 1.863
H -2.170 -0.381 -1.103
H -0.372 1.077 -2.302
H 1.709 2.452 -1.569
H 2.713 1.101 0.491
H 1.489 2.205 1.106
H 0.343 0.226 1.828
H 1.313 -0.780 0.756
H 1.253 -2.019 -1.399
H 0.963 -2.625 -1.080

#two
19
Properties=species:S:1:pos:R:3 method="wB97M-V/def2-TZVPD" lumo_ha=0.040 total_charge=0 smiles="C/C=C1/C=CCC1.[H][H]" homo_ev=-7.87
C 0.753 0.029 2.505
C 1.222 -0.321 1.137
C 0.579 0.021 0.022
C 0.353 -1.071 -0.921
C -0.885 -0.985 -1.401
C -1.597 0.270 -0.925
C -0.495 1.065 -0.188
H 0.679 -0.918 3.055
H 1.402 0.707 3.057
H -0.260 0.444 2.458
H 1.944 -1.131 1.049
H 1.064 -1.884 -1.023
H -1.353 -1.743 -2.013
H -2.050 0.837 -1.745
H -2.404 0.008 -0.228
H -0.822 1.523 0.751
H -0.136 1.896 -0.813
H 0.739 0.456 -2.587
H 1.268 0.795 -2.189

#three
19
Properties=species:S:1:pos:R:3 method="wB97M-V/def2-TZVPD" lumo_ha=0.010 total_charge=0 homo_ev=-8.49
C 0.731 0.522 -2.939
C 0.766 1.680 -2.027
C -0.504 0.699 0.228
C -0.420 -0.362 1.255
C -0.450 -0.453 2.730
C -1.338 -1.343 1.872
C 0.599 -0.362 0.188
H 1.173 1.028 -3.825
H -0.278 0.225 -3.246
H 1.356 -0.359 -2.733
H 1.762 1.648 -1.532
H -0.227 1.713 0.501
H -1.296 0.638 -0.515
H -0.925 0.350 3.287
H 0.394 -0.918 3.235
H -2.404 -1.132 1.859
H -1.084 -2.399 1.808
H 0.536 -1.126 -0.584
H 1.611 -0.049 0.436

#four
19
Properties=species:S:1:pos:R:3 method="wB97M-V/def2-TZVPD" lumo_ha=0.039 total_charge=0 smiles=CC#CCCCC homo_ev=-9.18
C -2.019 -1.152 2.254
C -1.476 0.170 1.940
C -0.881 1.097 1.446
C 0.032 1.667 0.441
C 0.345 0.434 -0.387
C 1.300 0.466 -1.551
C 1.229 -1.028 -1.986
H -1.601 -1.835 1.502
H -3.109 -1.195 2.177
H -1.717 -1.514 3.240
H 0.950 2.075 0.877
H -0.431 2.441 -0.179
H 0.735 -0.345 0.277
H -0.592 0.029 -0.790
H 2.298 0.808 -1.231
H 0.962 1.190 -2.312
H 2.245 -1.461 -1.997
H 0.449 -1.651 -1.153
H 0.867 -1.085 -3.029

Computed stability ranking, most favorable first: #one, #two, #four, #three

#one
24
Properties=species:S:1:pos:R:3 method="wB97M-V/def2-TZVPD" lumo_ha=-0.012 total_charge=0 smiles=O.O.O.O.O.O.O.O homo_ev=-10.12
O 2.775 -0.870 -2.572
H 2.467 -1.073 -1.714
H 2.957 -1.731 -2.933
O -2.182 2.084 0.577
H -2.341 1.156 0.696
H -2.309 2.442 1.447
O -3.221 -0.466 0.941
H -3.048 -1.366 1.146
H -3.672 -0.395 0.089
O -1.431 0.618 -2.979
H -0.975 0.328 -2.214
H -1.714 1.509 -2.804
O 0.019 -0.277 -0.924
H 0.747 0.265 -0.570
H -0.446 -0.516 -0.137
O 0.355 -1.706 1.500
H 0.541 -2.627 1.323
H -0.545 -1.727 1.747
O 1.895 0.259 2.665
H 1.388 -0.430 2.241
H 1.408 1.097 2.609
O 2.065 1.207 -0.143
H 2.420 1.050 0.697
H 2.858 1.165 -0.691

#two
24
Properties=species:S:1:pos:R:3 method="wB97M-V/def2-TZVPD" lumo_ha=-0.009 total_charge=0 smiles=O.O.O.O.O.O.O.O homo_ev=-9.60
O 0.260 -2.488 -0.467
H 1.135 -2.840 -0.691
H -0.237 -3.316 -0.457
O -0.163 0.170 2.152
H -0.817 -0.256 1.559
H 0.537 -0.446 2.058
O 3.105 0.401 0.754
H 2.547 0.289 -0.002
H 2.839 1.281 1.044
O 1.854 2.328 2.018
H 1.950 3.108 2.517
H 1.084 2.372 1.481
O -1.502 -2.730 -2.808
H -2.365 -3.155 -2.751
H -1.323 -2.419 -1.929
O -0.702 2.650 0.816
H -1.431 1.994 0.980
H -1.200 3.321 0.366
O -2.006 -0.364 -1.376
H -2.102 -0.878 -0.525
H -2.293 -0.916 -2.083
O 0.677 0.648 -0.846
H 0.175 -0.044 -1.279
H -0.022 1.281 -0.536

Computed stability ranking, most favorable first: #one, #two